# C45H105Cl6O22P

10 unconnected molecules or ions with the total composition C45H105Cl6O22P (ωB97M-V/def2-TZVPD, the Open Molecules 2025 dataset).

The geometry in XYZ format:
```
179
Properties=species:S:1:pos:R:3:mulliken_charge:R:1
C -15.832 -5.995 -10.426 -0.56
O -14.487 -6.027 -9.971 -0.42
P -13.560 -7.309 -10.221 -0.52
O -13.578 -7.879 -11.573 0.06
O -12.158 -6.746 -9.660 0.35
C -12.043 -6.389 -8.275 -0.87
O -14.066 -8.280 -9.041 0.42
C -13.227 -9.372 -8.685 -0.44
H -16.092 -4.937 -10.511 0.31
H -16.551 -6.439 -9.737 0.16
H -15.921 -6.419 -11.429 0.09
H -11.627 -5.387 -8.191 0.62
H -11.376 -7.080 -7.757 0.45
H -13.011 -6.438 -7.776 -0.31
H -12.225 -9.204 -9.086 -0.01
H -13.595 -10.333 -9.038 0.26
H -13.122 -9.478 -7.604 0.03
C -15.552 -5.678 -6.373 -0.33
O -14.687 -4.890 -5.618 -0.39
C -13.983 -3.931 -6.393 0.00
C -12.691 -3.492 -5.719 -0.91
O -11.683 -4.468 -5.742 -0.33
C -11.903 -5.563 -4.871 -0.05
C -10.742 -6.521 -5.093 0.36
O -9.463 -5.944 -4.974 -0.46
C -8.466 -6.897 -4.722 -0.86
H -15.066 -6.475 -6.951 0.11
H -16.185 -5.106 -7.061 0.24
H -16.239 -6.244 -5.743 0.13
H -14.689 -3.084 -6.458 0.50
H -13.842 -4.211 -7.444 -0.03
H -12.921 -3.169 -4.698 0.31
H -12.416 -2.614 -6.310 0.45
H -12.806 -6.122 -5.118 0.01
H -11.919 -5.302 -3.809 0.60
H -10.831 -7.047 -6.054 -0.31
H -10.817 -7.335 -4.357 0.09
H -8.422 -7.187 -3.668 0.35
H -7.508 -6.498 -5.055 0.41
H -8.612 -7.790 -5.347 0.26
C -7.140 -9.787 -4.051 -0.67
O -6.500 -11.044 -3.868 -0.40
C -6.951 -11.700 -2.685 -0.53
C -7.882 -12.838 -2.921 -0.67
O -9.123 -12.362 -3.456 -0.32
C -9.252 -12.496 -4.854 -0.70
C -10.506 -11.762 -5.306 0.14
O -11.681 -12.015 -4.590 -0.43
C -12.654 -11.050 -4.921 -0.15
H -6.707 -9.317 -4.934 0.32
H -6.929 -9.138 -3.198 0.41
H -8.215 -9.883 -4.214 0.19
H -7.389 -11.002 -1.966 0.31
H -6.018 -12.095 -2.263 0.40
H -8.156 -13.363 -2.005 0.39
H -7.452 -13.582 -3.601 0.36
H -9.313 -13.569 -5.087 0.49
H -8.406 -12.082 -5.412 0.34
H -10.668 -11.968 -6.373 0.31
H -10.178 -10.712 -5.256 -0.23
H -13.086 -11.205 -5.919 0.26
H -12.252 -10.038 -4.834 0.15
H -13.475 -11.169 -4.216 0.07
C -20.854 -9.085 -16.612 -0.74
O -19.873 -10.017 -16.180 -0.31
C -18.606 -9.804 -16.762 -0.68
C -17.484 -10.371 -15.914 -0.30
O -17.360 -9.797 -14.639 -0.34
C -16.264 -10.344 -13.937 -0.04
C -16.361 -9.895 -12.502 0.43
O -17.493 -10.546 -11.960 -0.44
C -17.745 -10.290 -10.615 -0.69
H -20.491 -8.083 -16.355 0.32
H -21.745 -9.341 -16.046 0.24
H -21.011 -9.130 -17.694 0.29
H -18.443 -8.727 -16.887 0.36
H -18.552 -10.308 -17.734 0.35
H -16.615 -10.181 -16.563 0.14
H -17.572 -11.454 -15.789 0.35
H -15.342 -10.022 -14.428 -0.39
H -16.263 -11.439 -13.915 0.67
H -16.388 -8.807 -12.384 -0.08
H -15.504 -10.263 -11.923 0.13
H -17.858 -9.224 -10.395 0.24
H -16.991 -10.716 -9.941 0.25
H -18.680 -10.767 -10.319 0.34
C -7.513 1.422 -15.879 -0.74
O -8.533 0.452 -15.744 -0.32
C -9.755 1.011 -15.286 -0.65
C -10.716 -0.040 -14.785 -0.38
O -10.031 -0.886 -13.888 -0.31
C -10.641 -2.130 -13.665 -0.37
C -9.732 -3.015 -12.829 -0.49
O -10.236 -4.332 -12.788 -0.32
C -11.272 -4.531 -11.849 -0.49
H -7.875 2.270 -16.470 0.30
H -6.664 0.939 -16.357 0.23
H -7.206 1.728 -14.872 0.32
H -10.173 1.460 -16.200 0.36
H -9.598 1.846 -14.597 0.40
H -11.087 -0.651 -15.612 0.30
H -11.515 0.511 -14.279 0.30
H -10.758 -2.650 -14.624 0.33
H -11.614 -2.033 -13.172 0.21
H -9.600 -2.649 -11.801 0.32
H -8.714 -3.073 -13.215 0.36
H -10.831 -4.307 -10.870 0.57
H -11.553 -5.580 -11.788 -0.32
H -12.180 -3.945 -12.002 0.38
C -11.009 -10.212 -17.492 -0.87
O -11.522 -9.341 -16.502 -0.40
C -12.736 -8.739 -16.920 -0.76
C -13.272 -8.012 -15.716 0.48
O -14.265 -7.068 -16.030 -0.46
C -14.841 -6.452 -14.900 0.06
C -13.922 -5.400 -14.261 -0.09
O -13.468 -4.430 -15.178 -0.34
C -14.481 -3.549 -15.604 -0.85
H -10.826 -9.711 -18.446 0.32
H -11.706 -11.045 -17.619 0.34
H -10.052 -10.594 -17.140 0.25
H -13.420 -9.563 -17.171 0.30
H -12.641 -8.134 -17.826 0.45
H -12.445 -7.473 -15.232 0.22
H -13.644 -8.743 -14.985 -0.43
H -15.073 -7.227 -14.164 -0.28
H -15.762 -5.993 -15.256 0.53
H -13.042 -5.972 -13.960 -0.32
H -14.368 -4.941 -13.373 0.70
H -14.014 -2.751 -16.174 0.29
H -15.076 -3.194 -14.753 0.36
H -15.196 -4.056 -16.267 0.26
C -13.877 -8.011 1.562 -0.80
O -13.764 -7.808 0.176 -0.30
C -12.492 -8.050 -0.386 -0.95
C -12.406 -7.667 -1.858 -0.21
O -13.219 -8.412 -2.737 0.05
C -14.616 -8.160 -2.600 -0.42
C -15.419 -8.901 -3.651 -0.92
O -15.030 -8.529 -4.962 0.34
C -15.735 -9.161 -5.995 -0.41
H -13.023 -7.598 2.112 0.31
H -13.953 -9.073 1.804 0.30
H -14.749 -7.454 1.894 0.24
H -12.251 -9.115 -0.299 0.37
H -11.804 -7.368 0.131 0.48
H -11.389 -7.854 -2.198 0.16
H -12.658 -6.603 -1.955 0.28
H -14.777 -7.089 -2.774 0.30
H -14.901 -8.478 -1.598 0.33
H -16.440 -8.521 -3.537 0.34
H -15.267 -9.974 -3.507 0.36
H -16.763 -8.779 -6.058 0.24
H -15.735 -10.254 -5.907 0.37
H -15.211 -8.893 -6.913 -0.36
Cl -12.811 -11.460 -11.564 -0.22
C -12.011 -10.490 -12.851 0.63
C -11.943 -11.122 -14.239 0.07
Cl -13.428 -11.964 -14.760 -0.19
H -10.985 -10.252 -12.584 0.28
H -12.614 -9.587 -12.929 -0.74
H -11.106 -11.816 -14.272 0.50
H -11.844 -10.315 -14.963 -0.12
Cl -9.626 -8.764 -10.480 -0.16
C -8.579 -7.459 -11.078 -0.48
C -8.639 -6.270 -10.160 0.37
Cl -7.716 -6.529 -8.664 -0.18
H -8.963 -7.158 -12.053 0.13
H -7.576 -7.862 -11.189 0.49
H -9.645 -5.963 -9.893 -0.53
H -8.187 -5.431 -10.694 0.34
Cl -19.384 -3.329 -7.609 -0.17
C -20.004 -4.750 -8.494 -0.27
C -20.352 -5.833 -7.486 -0.68
Cl -18.839 -6.579 -6.872 -0.06
H -19.261 -5.120 -9.195 0.17
H -20.911 -4.452 -9.017 0.34
H -20.882 -6.694 -7.886 0.31
H -20.912 -5.420 -6.652 0.36
```

Computed properties:
Spin multiplicity   1
Structure (SMILES)   COP(=O)(OC)OC.COCCOCCOC.COCCOCCOC.COCCOCCOC.COCCOCCOC.COCCOCCOC.COCCOCCOC.ClCCCl.ClCCCl.ClCCCl
Energy   -6535.0746 hartree

# C45H111N9O3

9 unconnected molecules or ions with the total composition C45H111N9O3 (ωB97M-V/def2-TZVPD, the Open Molecules 2025 dataset).

The geometry in XYZ format:
```
168
Properties=species:S:1:pos:R:3:mulliken_charge:R:1
C 0.186 -4.225 1.262 -0.53
C 0.272 -5.691 1.738 -0.96
N 0.187 -6.017 3.193 0.21
C 1.482 -5.847 3.824 0.01
C 2.165 -7.229 3.847 -1.54
C -0.849 -5.292 3.920 -0.42
C -1.176 -5.766 5.395 -1.29
H 0.168 -4.268 0.173 0.35
H 1.122 -3.799 1.624 0.08
H -0.650 -3.637 1.640 0.58
H -0.599 -6.248 1.394 0.36
H 1.186 -6.156 1.368 0.15
H 2.053 -5.050 3.349 -0.21
H 1.467 -5.540 4.870 0.58
H 1.507 -8.054 4.117 0.33
H 2.617 -7.420 2.874 0.27
H 2.857 -7.444 4.661 0.43
H -1.713 -5.514 3.294 0.44
H -0.696 -4.215 3.848 0.19
H -0.437 -5.354 6.082 0.32
H -1.075 -6.833 5.589 0.32
H -2.157 -5.402 5.704 0.39
C 2.874 -2.930 -5.595 -1.49
C 1.437 -3.350 -5.720 -0.29
N 0.539 -2.368 -6.238 0.21
C 0.427 -1.237 -5.291 -0.32
C -0.495 -0.085 -5.800 -1.43
C -0.769 -2.979 -6.715 -0.25
C -0.573 -3.268 -8.139 -1.31
H 3.077 -2.069 -4.958 0.27
H 3.248 -2.673 -6.586 0.36
H 3.571 -3.706 -5.280 0.40
H 1.296 -4.264 -6.298 0.44
H 0.979 -3.642 -4.775 0.23
H 0.145 -1.638 -4.318 0.36
H 1.425 -0.822 -5.432 0.38
H -1.506 -0.413 -5.557 0.20
H -0.358 0.911 -5.380 0.34
H -0.450 0.113 -6.871 0.37
H -1.599 -2.273 -6.676 0.32
H -1.089 -3.900 -6.228 0.25
H -0.319 -2.432 -8.791 0.27
H -1.486 -3.631 -8.610 0.43
H 0.210 -4.026 -8.157 0.29
C -0.813 1.217 1.646 -1.37
C -0.603 0.382 0.400 0.46
N 0.569 0.916 -0.305 1.88
C 0.303 2.285 -0.908 -0.84
C 1.661 3.060 -0.978 -0.89
C 1.034 0.026 -1.339 -0.73
C 1.726 -1.121 -0.853 -1.27
H -0.786 0.480 2.449 0.55
H -1.768 1.736 1.728 0.25
H -0.080 1.949 1.984 0.16
H -0.357 -0.628 0.727 -0.58
H -1.444 0.315 -0.290 -0.06
H -0.094 2.090 -1.904 0.13
H -0.468 2.708 -0.265 0.47
H 2.358 2.710 -1.739 0.45
H 1.367 4.093 -1.164 0.54
H 2.183 3.061 -0.021 -0.37
H 1.672 0.551 -2.050 0.56
H 0.163 -0.254 -1.931 0.25
H 1.121 -1.781 -0.232 0.07
H 2.420 -1.002 -0.022 -0.07
H 2.285 -1.586 -1.665 0.53
C -6.608 -2.620 -2.594 -1.07
C -5.554 -3.167 -1.607 -0.66
N -4.612 -2.081 -1.303 0.11
C -5.312 -1.274 -0.261 -0.70
C -4.305 -0.392 0.493 -0.79
C -3.990 -1.417 -2.473 -0.63
C -3.282 -2.226 -3.564 -0.95
H -6.265 -2.419 -3.608 0.27
H -7.237 -1.754 -2.384 0.31
H -7.320 -3.406 -2.846 0.40
H -5.922 -3.511 -0.640 0.46
H -4.990 -4.016 -1.993 0.36
H -5.733 -1.892 0.532 0.39
H -6.165 -0.756 -0.699 0.32
H -4.734 -0.125 1.459 0.56
H -4.048 0.502 -0.075 -0.02
H -3.339 -0.764 0.834 0.14
H -4.811 -0.911 -2.980 0.43
H -3.299 -0.633 -2.162 0.30
H -2.351 -2.679 -3.224 0.29
H -3.947 -2.882 -4.125 0.39
H -2.883 -1.401 -4.154 0.08
C 2.571 5.394 1.457 -0.96
C 2.752 5.738 2.951 -0.50
N 1.751 6.808 3.258 0.18
C 0.367 6.347 3.253 -0.52
C 0.033 5.288 4.217 -0.81
C 1.957 7.457 4.553 -0.41
C 2.948 8.505 4.427 -1.42
H 3.358 4.667 1.253 0.34
H 2.541 6.323 0.888 0.41
H 1.571 5.114 1.126 -0.06
H 2.623 4.792 3.477 0.25
H 3.782 6.025 3.159 0.43
H -0.302 7.188 3.434 0.46
H 0.062 6.143 2.226 0.10
H 0.743 4.989 4.989 0.34
H -0.916 5.504 4.707 0.32
H -0.238 4.463 3.558 0.06
H 2.213 6.675 5.268 0.29
H 1.111 8.012 4.959 0.43
H 3.847 8.305 3.844 0.32
H 3.253 8.894 5.398 0.40
H 2.611 9.347 3.823 0.34
C -1.768 5.710 -0.952 -0.79
C -2.928 5.895 0.108 -0.94
N -4.308 5.819 -0.398 0.48
C -4.714 6.929 -1.229 -0.87
C -5.849 7.684 -0.452 -1.04
C -4.728 4.505 -0.752 -0.71
C -4.994 3.656 0.502 -0.93
H -1.606 4.745 -1.433 0.12
H -0.803 5.894 -0.480 0.22
H -1.735 6.505 -1.696 0.41
H -2.677 5.201 0.911 0.31
H -2.827 6.883 0.557 0.36
H -3.874 7.599 -1.413 0.43
H -5.080 6.625 -2.209 0.46
H -5.979 8.672 -0.892 0.38
H -6.643 6.947 -0.575 0.25
H -5.492 7.663 0.578 0.27
H -4.033 3.999 -1.424 0.40
H -5.628 4.526 -1.366 0.50
H -5.982 3.197 0.471 0.36
H -4.907 4.245 1.414 0.42
H -4.336 2.790 0.426 -0.07
C 4.888 1.785 0.484 -0.80
N 4.353 1.744 1.815 0.36
C 5.158 2.176 2.930 -0.85
C 3.067 1.521 2.112 0.47
O 2.653 1.444 3.311 -0.71
H 4.364 1.130 -0.212 0.14
H 5.943 1.521 0.414 0.41
H 4.656 2.722 -0.021 0.30
H 5.156 1.473 3.763 0.23
H 6.191 2.245 2.589 0.39
H 4.914 3.138 3.381 0.18
H 2.443 1.244 1.248 -0.24
C 2.271 -1.734 3.239 -0.82
N 3.468 -1.847 4.008 0.23
C 4.261 -3.121 3.788 -0.98
C 3.825 -0.925 4.935 0.00
O 4.829 -1.039 5.680 -0.68
H 2.371 -1.866 2.162 -0.15
H 1.610 -0.900 3.478 0.41
H 1.762 -2.575 3.710 0.55
H 4.054 -3.960 4.452 0.31
H 3.984 -3.501 2.804 0.27
H 5.347 -3.043 3.831 0.36
H 3.015 -0.182 5.002 0.47
C 2.548 -5.184 -1.094 -0.66
N 2.995 -5.980 -2.263 0.12
C 1.895 -6.627 -3.029 -1.05
C 4.207 -5.897 -2.837 0.17
O 4.465 -6.449 -3.901 -0.61
H 1.822 -4.406 -1.330 0.15
H 3.464 -4.740 -0.703 0.22
H 2.206 -5.847 -0.300 0.28
H 2.351 -7.342 -3.715 0.33
H 1.457 -7.262 -2.258 0.39
H 1.168 -5.887 -3.361 0.28
H 4.848 -5.195 -2.281 0.32
```

Computed properties:
Spin multiplicity   1
Relative energy (zero: lowest compared OMol25 entry of this formula, charge and spin)   147.54 kcal per mole
Structure (SMILES)   CCN(CC)CC.CCN(CC)CC.CCN(CC)CC.CCN(CC)CC.CCN(CC)CC.CCN(CC)CC.CN(C)C=O.CN(C)C=O.CN(C)C=O